# 1
C4H14O4 | ωB97M-V/def2-TZVPD

Bonds (Å) are listed after each position.
CARTESIAN COORDINATES (ANGSTROEM)
1 C -0.65 1.14 -1.24  O2 1.429, C3 1.539, H7 1.096, H8 1.086
2 O -0.91 2.29 -0.43  C1 1.429, H9 0.973
3 C -1.11 -0.13 -0.50  C1 1.539, C4 1.526, H10 1.096, H11 1.094
4 C -0.48 -1.43 -1.00  C3 1.526, C5 1.519, O6 1.436, H12 1.093
5 C -0.99 -2.61 -0.18  C4 1.519, H13 1.097, H14 1.088, H15 1.091
6 O 0.93 -1.28 -0.79  C4 1.436, H16 0.953
7 H 0.44 1.07 -1.34  C1 1.096
8 H -1.17 1.32 -2.17  C1 1.086
9 H -0.30 2.25 0.32  O2 0.973
10 H -2.20 -0.15 -0.50  C3 1.096
11 H -0.90 0.07 0.56  C3 1.094
12 H -0.69 -1.54 -2.07  C4 1.093
13 H -0.89 -3.58 -0.68  C5 1.097
14 H -2.05 -2.57 0.04  C5 1.088
15 H -0.39 -2.75 0.72  C5 1.091
16 H 1.42 -1.71 -1.49  O6 0.953
17 H 1.68 -0.71 0.73  O19 0.980
18 H 0.92 -0.61 2.04  O19 0.959
19 O 1.75 -0.35 1.64  H17 0.980, H18 0.959
20 H 1.51 1.49 1.71  O22 0.966
21 H 1.27 2.93 2.24  O22 0.963
22 O 0.85 2.18 1.80  H20 0.966, H21 0.963

Output
2S+1	1
molecular weight	126.15	Da
frontier orbital gap	10.00	eV
SMILES	C[C@H](O)CCO.O.O

Listed below, in e, are the Mulliken charges computed for each atom: C -0.543; O -0.545; C -0.576; C 0.347; C -1.354; O -0.534; H 0.277; H 0.340; H 0.402; H 0.353; H 0.204; H 0.401; H 0.362; H 0.346; H 0.297; H 0.250; H 0.397; H 0.306; O -0.732; H 0.384; H 0.273; O -0.655


# 2
C9H15NOS | ωB97M-V/def2-TZVPD

Bonds (Å) are listed after each position.
CARTESIAN COORDINATES (ANGSTROEM)
1 C 3.19 0.67 -0.37  S12 1.536
2 C 1.31 1.14 1.93  C9 1.512, N10 1.453, O11 1.194
3 C -2.38 -0.84 -1.61  C4 1.513, C5 1.516, H14 1.057, H15 1.137
4 C -0.97 -0.75 -2.13  C3 1.513, C6 1.554, H16 1.056, H17 1.126
5 C -2.60 0.08 -0.42  C3 1.516, C7 1.528, H18 1.070, H19 1.177
6 C 0.18 -0.71 -1.08  C4 1.554, C8 1.539, H20 1.079, H21 0.965
7 C -1.57 0.14 0.71  C5 1.528, C8 1.571, H22 1.090, H23 1.179
8 C -0.18 0.33 0.00  C6 1.539, C7 1.571, N10 1.453, H24 1.120
9 C 2.07 0.47 3.06  C2 1.512, H25 1.086, H26 1.028, H27 1.091
10 N 0.86 0.12 1.00  C2 1.453, C8 1.453, H13 0.998
11 O 1.14 2.29 1.68  C2 1.194
12 S 3.84 2.06 -0.36  C1 1.536
13 H 1.66 -0.30 0.58  N10 0.998
14 H -3.10 -0.44 -2.28  C3 1.057
15 H -2.64 -1.88 -1.25  C3 1.137
16 H -0.83 -1.45 -2.91  C4 1.056
17 H -0.84 0.32 -2.44  C4 1.126
18 H -2.64 1.06 -0.84  C5 1.070
19 H -3.63 -0.20 0.08  C5 1.177
20 H 0.26 -1.67 -0.59  C6 1.079
21 H 1.07 -0.39 -1.25  C6 0.965
22 H -1.76 0.91 1.45  C7 1.090
23 H -1.78 -0.97 1.04  C7 1.179
24 H -0.03 1.38 -0.37  C8 1.120
25 H 2.67 -0.27 2.54  C9 1.086
26 H 1.35 -0.11 3.50  C9 1.028
27 H 2.69 1.23 3.54  C9 1.091

Output
2S+1	1
molecular weight	185.29	Da
frontier orbital gap	8.52	eV

Listed below, in e, are the Mulliken charges computed for each atom: C -0.148; C 0.585; C -0.467; C -0.847; C -0.763; C -1.263; C -0.757; C 0.370; C -1.309; N -0.320; O -0.555; S 0.001; H 0.381; H 0.302; H 0.294; H 0.381; H 0.309; H 0.433; H 0.240; H 0.424; H 0.814; H 0.393; H 0.229; H 0.151; H 0.374; H 0.425; H 0.326


Which formula does entry 2 have?
C9H15NOS


molecular weight of number 1 (C4H14O4)?
126.15 Da